Entry 1:
A structure of composition C33H48Ge2N2O2Pd. Source: the Open Molecules 2025 dataset; level of theory: ωB97M-V/def2-TZVPD.

Results
**Energy relative to the best compared isomer or geometry (same formula, charge and spin)**: 0.000 eV
**F_max**: 0.955 eV/A
**Electronic energy**: -158584.101 eV
**Frontier orbital gap (spin up / spin down)**: 3.787 / 3.788 eV
**Net charge**: -2

Structure (XYZ):
```
88
Properties=species:S:1:pos:R:3:forces:R:3
Pd 1.1036 0.3674 -1.5172 -0.03 0.40 -0.87
C 0.7391 -3.0659 -2.8629 -0.06 0.02 0.05
C 2.0744 -2.3747 -3.2196 -0.08 -0.04 0.07
C 3.1490 -2.8504 -2.2135 0.05 0.10 0.07
C 2.5001 -2.8536 -4.6248 0.00 -0.01 -0.05
O 1.9372 -1.0165 -3.2079 0.18 -0.15 0.27
H 0.8287 -4.1592 -2.7745 -0.01 0.03 -0.04
H -0.0055 -2.8299 -3.6284 0.00 0.01 0.02
H 0.3834 -2.6552 -1.9137 0.04 -0.05 -0.01
H 3.1613 -3.9424 -2.0817 0.03 0.02 -0.04
H 2.9543 -2.3764 -1.2479 -0.02 -0.08 -0.03
H 4.1392 -2.5315 -2.5564 -0.02 0.02 0.02
H 2.6224 -3.9452 -4.6885 -0.01 0.05 0.01
H 3.4481 -2.3746 -4.8865 -0.02 -0.01 -0.01
H 1.7446 -2.5368 -5.3491 0.02 -0.01 0.00
C -0.5285 1.3768 -1.9625 -0.04 -0.13 0.14
Ge -1.7989 1.8039 -0.6579 0.16 0.00 0.07
C -1.3526 2.9584 0.9416 -0.06 -0.03 0.10
C -0.3611 3.9227 0.7623 -0.03 0.11 0.10
C 0.0558 4.7432 1.8083 0.02 -0.06 -0.13
C -0.5064 4.6069 3.0695 -0.01 -0.01 0.03
C -1.4938 3.6517 3.2760 -0.03 -0.05 -0.15
C -1.9084 2.8450 2.2182 -0.01 0.11 0.10
C -3.4755 2.6666 -1.3116 0.07 0.14 -0.10
C -4.2460 2.0277 -2.2868 -0.14 0.01 -0.03
C -5.3771 2.6296 -2.8311 0.12 -0.09 0.06
C -5.7669 3.8928 -2.4059 -0.05 0.01 -0.05
C -5.0200 4.5446 -1.4369 0.15 -0.02 0.12
C -3.8848 3.9368 -0.9019 -0.14 0.01 -0.05
C -2.5626 0.1373 0.1502 0.00 -0.05 0.00
C -2.0125 -1.0985 -0.2025 -0.10 0.05 0.08
C -2.5597 -2.2896 0.2656 0.13 0.07 -0.13
C -3.6722 -2.2716 1.0949 -0.12 0.08 0.07
C -4.2380 -1.0538 1.4578 0.10 0.03 -0.05
C -3.6851 0.1337 0.9811 -0.08 -0.11 -0.03
H -0.3757 2.1398 -2.7338 -0.02 0.13 0.11
H 0.1083 3.9989 -0.2142 0.00 0.02 0.04
H 0.8437 5.4701 1.6422 -0.01 0.01 -0.01
H -0.1679 5.2299 3.8903 0.00 0.01 0.00
H -1.9373 3.5323 4.2592 -0.01 -0.01 0.00
H -2.6783 2.1031 2.4041 0.05 0.00 0.03
H -3.9520 1.0389 -2.6235 0.02 0.01 -0.02
H -5.9547 2.1125 -3.5896 0.00 -0.01 -0.01
H -6.6440 4.3676 -2.8325 -0.01 -0.01 0.01
H -5.3193 5.5302 -1.0956 0.02 0.01 0.00
H -3.3073 4.4608 -0.1470 0.00 0.01 -0.01
H -1.1512 -1.1000 -0.8647 0.00 -0.04 -0.01
H -2.1163 -3.2356 -0.0285 0.03 0.00 0.00
H -4.1069 -3.2007 1.4494 0.00 -0.01 0.01
H -5.1142 -1.0313 2.0974 -0.01 0.01 0.00
H -4.1628 1.0751 1.2389 -0.02 -0.03 -0.01
C 4.6058 0.8306 -2.1924 -0.08 -0.07 -0.17
Ge 3.8535 1.3718 -0.4695 0.03 0.17 0.09
C 4.1063 -0.0923 0.8199 -0.09 -0.15 0.03
C 5.0849 2.7966 0.1917 0.03 0.11 0.04
C 2.0189 1.9681 -0.5878 -0.15 -0.39 -0.09
H 5.4931 0.2064 -2.0492 0.01 0.03 -0.01
H 4.8889 1.7149 -2.7716 0.00 -0.02 0.01
H 3.8523 0.2630 -2.7524 0.05 -0.02 0.03
H 5.0426 -0.6202 0.6179 0.00 0.02 0.03
H 3.2801 -0.8007 0.7298 0.05 0.00 0.03
H 4.1319 0.2922 1.8440 -0.01 0.00 -0.02
H 6.1013 2.4150 0.3392 -0.04 0.01 -0.01
H 4.7227 3.2013 1.1415 0.03 -0.01 -0.03
H 5.1243 3.6148 -0.5335 0.02 -0.01 0.04
H 1.9619 2.8257 -1.2662 -0.04 0.08 0.07
H 1.6272 2.2696 0.3879 0.05 -0.01 -0.02
C 0.2618 0.0346 2.0970 -0.02 -0.09 0.08
N 0.1759 -1.3959 2.3489 0.03 -0.05 -0.04
C -0.5349 -1.7798 3.5502 0.03 0.01 -0.08
C -0.9917 -3.2228 3.4906 -0.08 -0.01 -0.07
C 0.1584 -4.0780 3.0028 0.05 0.01 -0.01
N 0.5701 -3.6156 1.7001 -0.10 -0.09 -0.03
C 1.1486 -4.5676 0.7818 0.06 0.00 0.02
C 0.6704 -2.2679 1.4092 -0.13 0.36 0.25
O 1.1724 -1.8744 0.3714 0.15 -0.28 -0.03
H -0.7419 0.4637 2.0576 0.07 -0.04 0.05
H 0.7458 0.2170 1.1386 0.01 0.00 -0.05
H 0.8254 0.5275 2.8969 0.01 0.00 0.00
H -1.3982 -1.1172 3.6603 -0.03 0.01 -0.01
H 0.1059 -1.6225 4.4305 0.01 0.01 0.03
H -1.8177 -3.3114 2.7798 0.04 0.01 0.09
H -1.3379 -3.5469 4.4745 0.01 -0.01 0.01
H -0.1412 -5.1246 2.9122 -0.02 -0.02 -0.01
H 0.9891 -4.0395 3.7255 0.03 -0.04 0.01
H 0.4406 -5.3811 0.5950 0.01 -0.01 0.00
H 2.0780 -4.9973 1.1771 0.00 -0.01 0.00
H 1.3758 -4.0679 -0.1567 -0.03 0.03 0.03
```
Forces are in eV/Å.

Atomic partial charges in e from the Mulliken method, atoms 1 to 4:
1 Pd -0.6544
2 C -1.3681
3 C 2.1979
4 C -1.2820



Entry 2:
A structure of composition C33H48N8O6P2S2SeTa. Source: the Open Molecules 2025 dataset; level of theory: ωB97M-V/def2-TZVPD.

Results
**Energy relative to the best compared isomer or geometry (same formula, charge and spin)**: 0.455 eV
**F_max**: 0.959 eV/A
**Electronic energy**: -166337.235 eV
**Frontier orbital gap (spin up / spin down)**: 6.225 / 6.225 eV
**Net charge**: +3

Structure (XYZ):
```
101
Properties=species:S:1:pos:R:3:forces:R:3
Ta -0.7061 0.5737 0.6872 -0.65 0.08 -0.04
Se -4.0147 7.4703 -1.6597 -0.09 0.27 -0.08
N -3.5653 6.0004 -2.5206 0.08 -0.21 -0.16
C -3.1928 5.1262 -1.6189 -0.04 0.06 0.20
C -2.7259 3.7859 -1.9282 -0.02 0.04 -0.08
C -2.6430 3.3045 -3.2343 -0.04 0.08 -0.05
C -2.1641 2.0312 -3.4474 0.01 -0.04 0.02
C -1.7589 1.2787 -2.3567 -0.06 0.10 -0.04
N -1.8343 1.7224 -1.0973 0.66 -0.55 0.38
C -2.3267 2.9585 -0.8783 -0.06 -0.04 -0.18
C -2.4230 3.3855 0.4972 -0.12 0.14 0.16
N -2.0461 2.4973 1.4423 0.35 -0.81 -0.08
C -2.1435 2.8704 2.7194 -0.11 0.00 0.04
C -2.6002 4.1182 3.1217 -0.08 -0.03 0.03
C -2.9692 5.0304 2.1635 0.00 0.10 -0.08
C -2.8803 4.6615 0.8191 -0.03 0.05 0.00
C -3.2524 5.5646 -0.2581 0.01 -0.06 -0.16
N -3.6634 6.7941 -0.0713 0.00 -0.09 0.23
H -2.9566 3.9424 -4.0516 0.02 0.00 0.01
H -2.0777 1.6198 -4.4432 -0.03 -0.01 0.01
H -1.3420 0.2963 -2.5029 -0.03 0.03 -0.07
H -1.8235 2.1588 3.4617 -0.02 0.04 0.02
H -2.6568 4.3484 4.1765 0.01 -0.01 -0.01
H -3.3283 6.0215 2.4114 0.03 -0.01 0.04
C 0.3757 -3.3435 -4.2968 0.06 0.23 0.08
C -0.5323 -3.3356 -3.0909 -0.02 -0.40 -0.19
C -0.3774 -4.5652 -2.2222 0.01 0.16 0.10
O -0.3672 -2.1026 -2.2405 0.14 -0.01 -0.07
P 0.8907 -1.2884 -1.8167 -0.07 -0.12 -0.01
O 0.3584 -0.0816 -1.0508 -0.50 0.13 0.27
C 1.9169 -2.2781 -0.7018 -0.26 0.05 0.10
P 1.7327 -1.5813 0.9500 0.33 0.43 0.29
O 0.2246 -1.3951 1.1885 -0.28 0.84 -0.12
O 2.3825 -0.1795 0.9214 0.33 -0.25 -0.13
C 3.7877 0.2540 1.2154 0.25 0.11 0.06
C 4.0731 0.2047 2.6985 -0.17 -0.02 0.02
C 4.7774 -0.5386 0.3927 -0.18 -0.07 -0.04
O 2.5108 -2.3771 2.0035 -0.32 -0.39 0.00
C 2.3379 -3.7266 2.6185 -0.06 -0.36 0.13
C 2.6017 -4.8149 1.6038 0.04 0.16 -0.11
C 0.9819 -3.8340 3.2765 0.03 0.25 -0.07
O 1.6459 -0.9294 -3.0999 0.02 0.16 0.09
C 2.8890 -0.1201 -3.3083 0.33 0.22 -0.18
C 3.1953 -0.2210 -4.7804 -0.10 -0.12 -0.02
C 2.6778 1.2935 -2.8232 -0.22 -0.09 0.12
H 0.0802 -4.1783 -4.9325 0.01 -0.01 0.02
H 1.4204 -3.4839 -4.0128 -0.02 -0.04 -0.03
H 0.2895 -2.4253 -4.8762 -0.02 -0.05 -0.02
H -1.5659 -3.2415 -3.4153 -0.05 0.13 0.08
H 0.6742 -4.8030 -2.0498 -0.02 -0.03 0.01
H -0.8242 -5.4167 -2.7347 0.03 -0.01 -0.01
H -0.8905 -4.4453 -1.2659 -0.01 -0.03 -0.02
H 2.9671 -2.2835 -0.9986 0.00 0.06 0.00
H 1.5481 -3.3054 -0.7074 0.02 0.01 -0.05
H 3.7646 1.2872 0.8728 -0.09 0.02 -0.02
H 4.2381 -0.8170 3.0370 0.02 0.03 0.03
H 3.2612 0.6453 3.2776 0.03 0.01 -0.02
H 4.9748 0.7848 2.8961 0.02 -0.03 -0.02
H 4.7606 -1.5955 0.6695 0.06 0.02 0.01
H 5.7806 -0.1636 0.5920 0.00 0.01 -0.01
H 4.5872 -0.4330 -0.6766 0.04 0.01 0.00
H 3.1214 -3.7309 3.3713 0.05 0.12 0.00
H 1.7621 -4.9317 0.9125 0.02 -0.03 0.02
H 2.7292 -5.7592 2.1322 -0.04 -0.01 -0.01
H 3.5190 -4.6280 1.0440 -0.01 -0.01 0.02
H 0.1864 -3.7972 2.5277 -0.01 -0.07 0.03
H 0.8330 -3.0306 3.9987 0.00 -0.04 0.01
H 0.9198 -4.7854 3.8033 -0.01 0.00 -0.01
H 3.6793 -0.6081 -2.7347 -0.10 -0.14 0.07
H 2.3961 0.2257 -5.3730 0.03 0.03 0.02
H 3.3212 -1.2593 -5.0852 0.03 0.02 -0.01
H 4.1230 0.3125 -4.9867 -0.01 0.00 -0.01
H 1.8476 1.7598 -3.3580 0.04 0.02 -0.01
H 3.5785 1.8772 -3.0122 0.00 -0.03 -0.01
H 2.4641 1.3233 -1.7529 0.06 0.05 -0.02
N -1.9942 -0.3846 2.5649 0.35 0.27 -0.61
C -3.4506 -0.1959 2.8519 0.00 0.24 -0.03
C -4.2973 -0.4483 1.6359 -0.10 -0.12 -0.02
C -4.1920 -1.8628 1.0733 -0.06 0.07 -0.07
C -2.8964 -2.1717 0.3197 -0.09 -0.09 0.12
N -2.3929 -0.9738 -0.3965 0.78 0.27 0.48
H -1.8162 -1.3740 2.4102 0.03 -0.02 0.12
H -1.4861 -0.1579 3.4171 0.05 -0.05 -0.01
H -3.5984 0.8311 3.1772 0.05 -0.04 0.11
H -3.7464 -0.8515 3.6726 0.11 -0.04 0.02
H -4.0394 0.3031 0.8821 -0.18 0.03 -0.03
H -5.3387 -0.2722 1.9057 0.01 0.08 0.03
H -5.0374 -2.0081 0.3985 0.06 -0.08 -0.05
H -4.3114 -2.5982 1.8721 -0.07 0.02 -0.01
H -3.1029 -2.9796 -0.3838 0.12 0.03 -0.10
H -2.0950 -2.5263 0.9685 -0.03 -0.08 -0.03
H -3.1891 -0.5033 -0.8178 0.12 0.20 -0.02
H -1.7980 -1.2891 -1.1614 -0.14 -0.08 -0.05
S 0.4216 1.2353 2.7992 0.04 -0.25 -0.55
C 1.0557 2.6207 1.9667 0.06 0.04 0.04
S 0.7722 2.4974 0.2570 -0.36 -0.52 0.09
C 1.6646 3.6627 2.5646 0.09 0.22 0.09
C 2.1423 4.7598 1.7736 0.00 -0.01 0.03
N 2.5003 5.6115 1.0901 -0.03 -0.07 0.01
C 1.8094 3.6927 3.9902 0.01 0.04 0.00
N 1.8811 3.6893 5.1375 -0.01 -0.07 -0.08
```
Forces are in eV/Å.

Atomic partial charges in e from the Mulliken method, atoms 1 to 4:
1 Ta 1.6730
2 Se 0.4033
3 N -0.8518
4 C 0.8424